{
  "formula": "ClHNO2P",
  "method": "ωB97M-V/def2-TZVPD",
  "symbols": ["Cl", "P", "O", "O", "N", "H"],
  "xyz": [[2.404, -1.116, -0.810], [0.246, -0.279, 1.165], [-0.469, 0.257, -1.259], [-1.005, 1.637, 0.305], [-0.490, 0.678, -0.185], [-0.686, -1.177, 0.784]],
  "lowdin_charge": [-0.20, 1.04, 0.04, 0.00, -0.76, -0.13],
  "orbital_gap_ev": [7.909, 6.900],
  "homo_energy_ev": [-10.892, -10.405],
  "de_lowest_kj_mol": 356.2,
  "fmax_ha_per_bohr": 0.0766,
  "e_lumo_ev": [-2.98, -3.50],
  "total_energy_ev": -27406.722
}